29
Properties=species:S:1:pos:R:3:mulliken_spin:R:1 method="wB97M-V/def2-TZVPD" e_tot_ha=-1913.31896 gap_ev="6.839 / 6.539" spin_multiplicity=6 lumo_energy_ha="-0.230 / -0.241" e_above_lowest_kcal_mol=76.9 total_charge=+1
Mn -1.075 0.970 -2.381 4.754
I 0.257 0.603 -0.724 0.166
C -1.842 1.705 2.281 -0.001
C -2.732 1.047 1.255 0.011
O -2.297 1.476 0.031 0.029
H -1.780 2.793 2.305 0.000
H -0.838 1.310 2.127 0.003
H -2.172 1.466 3.292 0.000
H -3.764 1.396 1.297 0.002
H -2.641 -0.039 1.249 0.000
H -1.363 1.252 0.027 -0.009
C -0.198 -1.428 2.609 0.001
C -0.388 -1.927 1.193 0.004
O -1.480 -1.212 0.623 0.020
H -1.157 -1.476 3.124 0.000
H 0.027 -0.370 2.475 -0.001
H 0.511 -1.845 3.325 0.000
H -0.803 -2.934 1.236 0.000
H 0.435 -1.775 0.495 0.001
H -1.212 -0.383 0.221 -0.022
C 2.559 -0.952 -3.103 0.006
C 3.213 0.465 -2.954 0.001
O 2.137 1.264 -2.565 0.028
H 2.407 -1.343 -2.097 0.001
H 3.205 -1.565 -3.731 0.001
H 1.617 -0.963 -3.651 -0.002
H 3.393 0.876 -3.948 0.001
H 4.124 0.458 -2.356 0.001
H 1.857 1.131 -1.656 0.005